Record 1
C6H11N2 | ωB97M-V/def2-TZVPD

The geometry in XYZ format:
```
19
Properties=species:S:1:pos:R:3:mulliken_charge:R:1
H -1.19 1.56 1.40 0.395
C -1.33 -0.49 -1.50 0.344
H 0.08 2.08 2.11 0.365
N -0.22 1.21 1.56 -0.325
C -0.56 -1.71 0.22 -0.502
H 2.48 0.38 1.18 0.393
H -1.55 -1.89 0.73 0.263
H 2.04 -0.61 -0.25 0.259
H -2.82 0.67 -2.11 0.240
C -0.39 -0.21 -0.29 -0.238
H 0.52 1.72 -0.51 0.378
H 2.50 1.17 -0.39 0.323
H -0.24 0.32 2.06 0.384
C 2.01 0.48 0.24 -1.125
C 0.45 0.89 0.22 0.306
N -2.16 -0.04 -2.29 -0.668
C -0.33 -1.50 -1.29 -0.605
H 0.39 -2.06 -1.82 0.400
H 0.33 -1.98 0.74 0.414
```

* charge: +1
* gap between HOMO and LUMO: 8.755 eV
* SMILES: [H]/N=C1/[C@@H]2C[C@]12[C@H](C)[NH3+]
* lowest unoccupied orbital energy: -3.886 eV
* E_HOMO: -12.641 eV


Record 2
C6H11N2 | ωB97M-V/def2-TZVPD

The geometry in XYZ format:
```
19
Properties=species:S:1:pos:R:3:mulliken_charge:R:1
C -1.04 -1.56 -1.15 -1.044
H 2.29 -0.47 0.98 0.337
H 2.82 -0.79 -0.58 0.437
N -0.55 -0.04 0.96 0.021
C 0.03 1.15 0.23 0.009
C 0.91 0.27 -0.63 0.283
H -0.21 2.95 -0.61 0.247
H 2.85 0.83 0.00 0.397
H -1.21 -2.48 -0.57 0.340
H 1.07 0.55 -1.68 0.468
H -2.02 -1.25 -1.53 0.308
C -1.33 -0.40 1.89 -0.231
H -1.44 0.26 2.72 0.275
H -1.61 2.42 0.29 0.274
H -0.37 -1.70 -2.06 0.329
N -0.62 2.25 -0.01 -0.368
C -0.34 -0.52 -0.30 0.171
H -1.55 -1.44 2.08 0.249
C 2.30 -0.07 -0.04 -1.503
```

* charge: +1
* gap between HOMO and LUMO (alpha / beta): 8.398 / 8.400 eV
* SMILES: C=[N+]1[C@]2(C)[C@H](C)[C@@]12N
* lowest unoccupied orbital energy (alpha / beta): -3.644 / -3.643 eV
* E_HOMO (alpha / beta): -12.043 / -12.043 eV


Record 3
C6H11N2 | ωB97M-V/def2-TZVPD

The geometry in XYZ format:
```
19
Properties=species:S:1:pos:R:3:mulliken_charge:R:1
H 2.35 0.49 0.16 0.244
H -2.28 0.58 -0.06 0.183
N 0.61 0.44 -1.82 -0.057
C -1.98 -0.52 0.15 -0.805
H -0.93 -2.24 -0.59 0.428
H 1.05 -0.10 -2.63 0.364
H -2.77 -1.15 0.31 0.357
H -1.12 -1.27 1.99 0.425
C 0.24 0.28 0.94 0.251
C -0.68 -1.25 -0.29 -0.580
H -0.26 0.78 -2.05 0.339
N 0.36 1.60 1.33 -0.426
H 1.28 1.83 1.00 0.232
H 1.40 1.04 -1.70 0.388
C 0.49 -0.36 -0.58 0.123
C 1.57 -0.30 0.46 -0.834
H -0.37 2.18 1.44 0.166
H 1.88 -1.29 0.87 0.288
C -0.84 -0.74 1.09 -0.086
```

* charge: +1
* gap between HOMO and LUMO: 8.735 eV
* SMILES: N[C@]12C[C@@]1([NH3+])[C@@H]1C[C@@H]12
* lowest unoccupied orbital energy: -3.585 eV
* E_HOMO: -12.321 eV


Across the entries above, energy above the lowest of the compared OMol25 structures with the same formula, charge and spin takes the values 5.2171 4.4444 4.6441 eV, respectively.
Across the entries above, energy takes the values -344.32342 -344.35181 -344.34448 hartree, respectively.